No. 1
Computed, not measured: a molecular structure, C34H41IrP2S2Sb at a distorted geometry, with ωB97M-V with the def2-TZVPD basis set.

```
81
C34H41IrP2S2Sb, DFT ωB97M-V with the def2-TZVPD basis set
Ir 0.10 -0.36 0.72
S -1.52 1.34 1.32
P -2.43 0.58 -0.35
C -0.94 -0.09 -0.91
P -0.26 -1.09 -2.14
S 1.32 -1.60 -0.97
C 0.22 -0.24 -3.62
C -0.18 1.08 -3.83
C 0.23 1.74 -4.98
C 1.04 1.08 -5.90
C 1.44 -0.23 -5.68
C 1.03 -0.90 -4.54
C -1.26 -2.50 -2.57
C -1.27 -3.63 -1.75
C -2.05 -4.71 -2.10
C -2.83 -4.66 -3.25
C -2.82 -3.53 -4.06
C -2.04 -2.44 -3.73
C -3.60 -0.69 0.14
C -4.95 -0.36 0.18
C -5.87 -1.29 0.66
C -5.43 -2.54 1.09
C -4.08 -2.86 1.05
C -3.16 -1.94 0.59
C -3.28 1.76 -1.36
C -3.98 1.29 -2.48
C -4.59 2.20 -3.32
C -4.51 3.57 -3.05
C -3.83 4.02 -1.93
C -3.20 3.12 -1.09
H -0.80 1.59 -3.10
H -0.06 2.76 -5.16
H 1.38 1.60 -6.78
H 2.08 -0.74 -6.40
H 1.33 -1.93 -4.37
H -0.64 -3.67 -0.87
H -2.06 -5.60 -1.49
H -3.45 -5.51 -3.52
H -3.42 -3.51 -4.96
H -2.02 -1.57 -4.36
H -5.29 0.61 -0.14
H -6.92 -1.04 0.71
H -6.15 -3.26 1.46
H -3.75 -3.83 1.40
H -2.11 -2.18 0.59
H -4.05 0.23 -2.69
H -5.14 1.86 -4.19
H -4.98 4.28 -3.72
H -3.77 5.08 -1.72
H -2.66 3.47 -0.21
C 0.57 0.89 4.54
C 1.81 1.46 3.85
C 3.02 1.54 4.77
Sb 2.24 0.28 2.10
C 3.58 1.28 0.75
C 4.83 1.80 1.44
C 2.79 2.38 0.04
C 2.94 -1.73 2.51
C 4.04 -1.78 3.56
C 1.73 -2.59 2.86
H 0.30 1.53 5.38
H 0.76 -0.11 4.94
H -0.29 0.84 3.87
H 1.59 2.44 3.42
H 3.23 0.59 5.25
H 2.81 2.26 5.57
H 3.92 1.89 4.26
H 3.84 0.49 0.04
H 4.61 2.62 2.12
H 5.52 2.19 0.68
H 5.37 1.02 1.98
H 2.47 3.16 0.73
H 1.90 1.98 -0.46
H 3.42 2.85 -0.72
H 3.34 -2.02 1.53
H 3.65 -1.54 4.56
H 4.86 -1.10 3.34
H 4.45 -2.79 3.60
H 1.29 -2.29 3.81
H 2.04 -3.64 2.96
H 0.95 -2.55 2.09
```

Results
**Multiplicity**: 2
**Kohn-Sham gap (spin up / spin down)**: 6.01 / 6.21 eV
**Charge**: +2
**<S²>**: 0.87
**Lowest unoccupied orbital energy (spin up / spin down)**: -7.85 / -7.76 eV

No. 2
Computed, not measured: 3 unconnected molecules or ions with the total composition C4H16N2O2S2 at a distorted geometry, with ωB97M-V with the def2-TZVPD basis set.

```
26
C4H16N2O2S2, DFT ωB97M-V with the def2-TZVPD basis set
N -1.42 -0.61 1.64
C -2.27 0.24 0.82
C -1.85 1.67 1.13
S -0.85 2.66 0.00
S 0.91 1.94 -0.26
C 0.92 0.28 -0.94
C 2.10 -0.45 -0.37
N 1.62 -1.12 0.90
H -1.62 -1.59 1.50
H -1.24 -0.46 2.62
H -2.23 -0.07 -0.24
H -3.41 0.24 0.93
H -2.75 2.30 1.26
H -1.42 1.60 2.14
H 0.88 0.28 -1.99
H -0.05 -0.15 -0.77
H 3.03 0.04 -0.03
H 2.47 -1.25 -1.04
H 2.38 -1.67 1.27
H 1.41 -0.49 1.64
H -0.46 -2.61 0.08
H -1.57 -2.07 -0.78
O -1.35 -2.83 -0.21
H 2.29 2.01 -2.69
H 1.96 0.99 -3.70
O 2.51 1.10 -2.91
```

Results
**Multiplicity**: 2
**Kohn-Sham gap (spin up / spin down)**: 9.42 / 4.90 eV
**Charge**: +1
**<S²>**: 0.76
**Lowest unoccupied orbital energy (spin up / spin down)**: -3.27 / -7.78 eV